Record 1
Here is a cluster of 5 separate species, C30H59Br2FNO12P2 in total from the OMol25 dataset. Energies are from ωB97M-V with the def2-TZVPD basis set.

The charge is -1. As for the multiplicity: 1. The calculation puts the max |F| at 0.925 eV Å⁻¹. The value obtained for the LUMO energy is 1.813 eV. Its molar mass is 866.551 g mol⁻¹.

Each line ends with the Löwdin charge.
Geometry (Å):
C1 4.373 5.189 3.069  -0.07
C2 3.584 4.223 2.196  -0.24
O1 4.502 3.476 1.342  -0.21
P1 4.085 2.727 -0.001  0.46
O2 4.981 1.610 -0.338  -0.28
C3 2.376 2.169 0.161  -0.20
C4 1.249 3.201 0.062  -0.21
C5 -0.092 2.835 0.708  -0.15
C6 -0.146 2.849 2.245  -0.51
C7 0.090 4.257 2.835  -0.17
O3 0.326 5.184 1.810  -0.18
C8 -0.105 6.498 2.105  -0.33
C9 0.839 7.266 3.090  -0.67
O4 1.928 6.721 3.328  -0.02
O5 0.339 8.350 3.485  -0.05
C10 -0.265 7.244 0.800  -0.62
Br1 1.380 7.121 -0.252  0.92
C11 -1.484 6.721 0.014  -0.74
C12 -1.387 6.547 -1.489  -0.20
Br2 -2.987 7.941 0.383  0.68
N1 0.884 1.944 2.758  0.02
F1 0.603 1.787 4.154  -0.12
P2 -1.827 2.228 2.879  0.92
O6 -2.727 2.996 1.716  -0.28
O7 -1.774 0.683 2.298  -0.31
O8 4.091 3.839 -1.152  -0.20
C13 3.836 5.241 -0.941  -0.33
C14 4.333 5.995 -2.155  -0.08
H1 4.049 6.215 2.894  0.06
H2 5.434 5.118 2.829  0.07
H3 4.219 4.988 4.127  0.07
H4 2.872 4.780 1.595  0.07
H5 3.025 3.498 2.787  0.10
H6 2.348 1.598 1.086  0.07
H7 2.297 1.448 -0.660  0.10
H8 1.052 3.381 -0.999  0.12
H9 1.534 4.163 0.473  0.05
H10 -0.452 1.878 0.317  0.11
H11 -0.799 3.593 0.379  0.10
H12 0.962 4.202 3.496  0.12
H13 -0.750 4.579 3.467  0.12
H14 -1.117 6.454 2.535  0.15
H15 -0.363 8.296 1.052  0.07
H16 -1.796 5.785 0.477  0.07
H17 -0.974 7.439 -1.960  0.06
H18 -2.381 6.380 -1.902  0.06
H19 -0.756 5.689 -1.723  0.06
H20 0.669 1.006 2.416  0.11
H21 -3.645 3.045 2.008  0.05
H22 -1.714 0.661 1.336  0.04
H23 4.364 5.574 -0.048  0.12
H24 2.764 5.386 -0.811  -0.03
H25 5.342 5.658 -2.400  0.08
H26 4.370 7.063 -1.941  0.07
H27 3.696 5.814 -3.021  0.08
C15 -4.315 -3.086 2.327  -0.17
C16 -5.584 -3.350 1.529  -0.17
C17 -6.296 -2.006 1.616  -0.21
O9 -5.262 -1.020 1.690  -0.14
C18 -3.999 -1.655 1.929  -0.21
H28 -3.509 -3.775 2.078  0.10
H29 -4.509 -3.152 3.400  0.11
H30 -5.320 -3.578 0.496  0.10
H31 -6.180 -4.175 1.920  0.11
H32 -6.922 -1.940 2.513  0.11
H33 -6.919 -1.792 0.745  0.11
H34 -3.410 -1.631 1.004  0.11
H35 -3.459 -1.101 2.693  0.10
C19 -1.602 -5.705 -1.682  -0.17
C20 -2.852 -6.167 -2.428  -0.17
C21 -3.939 -5.950 -1.381  -0.20
O10 -3.507 -4.845 -0.587  -0.16
C22 -2.139 -4.533 -0.877  -0.19
H36 -0.785 -5.417 -2.343  0.10
H37 -1.238 -6.488 -1.013  0.12
H38 -3.029 -5.523 -3.292  0.12
H39 -2.796 -7.194 -2.784  0.10
H40 -4.045 -6.830 -0.735  0.12
H41 -4.914 -5.720 -1.812  0.12
H42 -2.110 -3.606 -1.461  0.12
H43 -1.598 -4.374 0.053  0.10
C23 1.258 -8.046 -4.506  -0.16
C24 1.166 -6.593 -4.968  -0.16
C25 -0.220 -6.560 -5.601  -0.20
O11 -1.009 -7.505 -4.877  -0.15
C26 -0.171 -8.307 -4.046  -0.21
H44 1.989 -8.208 -3.714  0.11
H45 1.514 -8.696 -5.346  0.11
H46 1.206 -5.922 -4.107  0.10
H47 1.952 -6.301 -5.663  0.11
H48 -0.183 -6.857 -6.654  0.12
H49 -0.697 -5.582 -5.535  0.12
H50 -0.308 -8.006 -3.001  0.10
H51 -0.473 -9.351 -4.147  0.12
C27 3.004 -3.555 -0.245  -0.16
C28 2.807 -3.499 1.269  -0.16
C29 1.296 -3.655 1.385  -0.20
O12 0.894 -4.474 0.283  -0.16
C30 1.968 -4.597 -0.649  -0.21
H52 4.014 -3.828 -0.546  0.11
H53 2.766 -2.587 -0.690  0.12
H54 3.313 -4.340 1.748  0.11
H55 3.169 -2.578 1.721  0.11
H56 0.792 -2.686 1.312  0.12
H57 0.982 -4.137 2.311  0.12
H58 2.380 -5.612 -0.590  0.12
H59 1.577 -4.443 -1.657  0.11



Record 2
Here is a cluster of 3 separate species, C30H59Cl2N6O3 in total from the OMol25 dataset. Energies are from ωB97M-V with the def2-TZVPD basis set.

The charge is +1. Its expectation value of S² is 2.010. As for the multiplicity: 3. The calculation puts the max |F| at 6.496 eV Å⁻¹. The value obtained for the LUMO energy (alpha / beta) is -3.571 / -3.571 eV. Its molar mass is 622.747 g mol⁻¹.

Each line ends with the Löwdin charge.
Geometry (Å):
C1 3.734 4.208 -1.289  -0.09
C2 4.022 2.600 -0.958  -0.25
O1 3.678 1.868 -2.188  -0.24
C3 2.246 1.422 -2.159  -0.17
C4 2.285 -0.203 -1.949  -0.12
N1 0.932 -0.868 -1.828  0.02
C5 -0.079 -0.526 -0.964  -0.16
N2 -0.063 0.620 0.023  0.15
C6 -1.450 0.555 0.685  -0.06
C7 -2.041 1.585 1.819  -0.58
Cl1 -0.864 1.670 3.248  0.56
C8 -2.288 3.037 1.055  -0.24
C9 -0.904 3.828 0.666  -0.15
N3 -2.129 -0.653 0.061  -0.13
C10 -3.511 -1.240 0.356  -0.11
C11 -3.213 -2.745 1.023  -0.21
C12 -1.938 -2.750 2.061  -0.51
Cl2 -2.201 -1.605 3.541  0.49
N4 -1.400 -1.322 -0.914  0.10
H1 3.023 4.226 -2.246  0.09
H2 3.267 4.785 -0.384  0.08
H3 4.765 4.689 -1.644  0.09
H4 3.483 2.223 0.012  0.12
H5 5.191 2.522 -0.730  0.13
H6 1.745 2.026 -1.290  0.11
H7 1.761 1.734 -3.202  0.13
H8 2.971 -0.560 -1.045  0.16
H9 2.801 -0.654 -2.926  0.16
H10 0.743 -1.698 -2.467  0.17
H11 -3.097 1.246 2.229  0.11
H12 -2.816 2.770 0.019  0.13
H13 -3.025 3.751 1.630  0.13
H14 0.048 3.466 1.246  0.06
H15 -0.664 3.719 -0.488  0.08
H16 -1.057 4.994 0.858  0.10
H17 -4.203 -1.304 -0.593  0.15
H18 -3.991 -0.589 1.223  0.13
H19 -4.157 -3.201 1.553  0.13
H20 -2.894 -3.430 0.105  0.11
H21 -0.891 -2.535 1.536  0.10
H22 -1.810 -3.832 2.550  0.08
H23 -1.646 -2.155 -1.508  0.18
C13 -0.137 -4.194 5.175  -0.06
C14 -0.534 -5.533 5.861  -0.47
C15 -0.494 -5.346 7.398  -0.14
C16 0.927 -5.218 7.937  -0.19
C17 1.788 -6.397 7.499  -0.14
C18 1.742 -6.699 5.976  -0.48
N5 0.358 -6.649 5.396  -0.03
O2 -0.280 -7.861 5.720  -0.02
C19 2.651 -5.709 5.201  -0.05
C20 2.453 -8.080 5.757  -0.05
C21 -2.022 -5.733 5.419  -0.04
H24 -0.937 -3.449 5.278  0.04
H25 0.744 -3.720 5.602  0.06
H26 0.032 -4.335 4.100  0.08
H27 -0.983 -6.196 7.894  0.13
H28 -1.068 -4.457 7.689  0.13
H29 1.382 -4.276 7.613  0.10
H30 0.897 -5.179 9.033  0.12
H31 2.823 -6.213 7.814  0.13
H32 1.453 -7.281 8.059  0.12
H33 2.551 -5.850 4.118  0.09
H34 3.706 -5.867 5.448  0.09
H35 2.458 -4.663 5.429  0.06
H36 2.007 -8.881 6.358  0.08
H37 3.508 -8.030 6.055  0.08
H38 2.423 -8.382 4.703  0.09
H39 -2.097 -5.840 4.330  0.08
H40 -2.637 -4.872 5.708  0.08
H41 -2.492 -6.607 5.882  0.08
C22 0.344 2.877 -6.372  -0.04
C23 -0.708 3.630 -5.508  -0.47
C24 -1.995 3.837 -6.346  -0.14
C25 -1.815 4.871 -7.453  -0.19
C26 -1.300 6.191 -6.892  -0.13
C27 -0.053 6.060 -5.976  -0.47
N6 -0.142 4.925 -4.997  -0.02
O3 -0.958 5.349 -3.932  -0.04
C28 1.230 5.888 -6.832  -0.04
C29 0.164 7.452 -5.287  -0.05
C30 -1.017 2.616 -4.357  -0.05
H42 0.058 1.826 -6.509  0.09
H43 0.457 3.270 -7.380  0.06
H44 1.328 2.879 -5.887  0.09
H45 -2.820 4.158 -5.695  0.12
H46 -2.316 2.887 -6.792  0.12
H47 -1.137 4.498 -8.226  0.10
H48 -2.778 5.039 -7.950  0.12
H49 -1.083 6.867 -7.728  0.13
H50 -2.121 6.657 -6.329  0.12
H51 2.104 5.698 -6.196  0.09
H52 1.445 6.796 -7.406  0.09
H53 1.165 5.092 -7.571  0.06
H54 -0.724 7.792 -4.741  0.08
H55 0.377 8.230 -6.031  0.09
H56 1.009 7.425 -4.589  0.09
H57 -0.120 2.419 -3.757  0.05
H58 -1.360 1.655 -4.760  0.08
H59 -1.810 2.961 -3.685  0.07